{
  "formula": "C30H38O3",
  "method": "the ωB97M-V functional and the def2-TZVPD basis",
  "total_energy_ev": -37863.405,
  "largest_force_ev_per_a": 2.5,
  "lumo_energy_ev": -2.873,
  "orbital_gap_ha": 0.131,
  "total_charge": 0,
  "elements": ["O", "O", "O", "C", "C", "C", "C", "C", "C", "C", "C", "C", "C", "C", "C", "C", "C", "C", "C", "C", "C", "C", "C", "C", "C", "C", "C", "C", "C", "C", "C", "C", "C", "H", "H", "H", "H", "H", "H", "H", "H", "H", "H", "H", "H", "H", "H", "H", "H", "H", "H", "H", "H", "H", "H", "H", "H", "H", "H", "H", "H", "H", "H", "H", "H", "H", "H", "H", "H", "H", "H"],
  "xyz": [[0.0864, 2.7645, -0.2008], [1.9148, 1.9950, 0.9352], [-2.0759, 2.0061, 3.1815], [3.1495, -2.4174, 0.4876], [3.9985, -0.5780, -0.8462], [-2.8217, 3.8487, 0.7278], [-1.3228, -4.2078, -5.1250], [5.5389, -2.2105, 0.1096], [-4.1806, 0.3961, 1.2619], [0.0535, -0.6996, 2.7446], [-0.1225, 1.7259, 1.9441], [-1.8640, -0.6821, 1.0309], [2.8822, -1.2039, -0.1982], [-4.0670, 1.5957, 0.3167], [0.4899, 0.7679, 2.9039], [-0.1991, -2.2155, -3.4321], [-4.0534, 2.9631, 0.9990], [0.1620, -1.2314, -2.4368], [4.2081, 2.3889, 0.5376], [5.3022, -1.0228, -0.5972], [-3.3850, -0.8201, 0.7863], [0.6989, -1.5917, -1.1985], [0.5822, 2.2535, 0.8026], [-1.7748, 3.9042, 1.8383], [-0.6922, -4.5779, -3.9311], [4.4471, -2.9450, 0.5808], [1.4813, -0.8116, -0.3162], [-1.2988, 2.4992, 2.3533], [-1.2844, -2.8619, -5.5342], [-1.4323, -0.9056, 2.4852], [-0.7136, -1.8873, -4.7252], [-0.0903, -3.6143, -3.1277], [2.8168, 2.9250, 0.2198], [-3.8580, 0.6688, 2.2712], [0.6349, -1.0970, 1.9105], [0.2814, 1.1482, 3.9272], [2.5857, 2.8999, -0.8603], [-3.1991, 1.4929, -0.3484], [6.5510, -2.5923, 0.1674], [1.0655, -0.0121, 0.2726], [-1.9485, -4.9292, -5.6451], [4.1877, 1.3004, 0.5698], [-3.2013, 4.8694, 0.5645], [-0.6793, -5.6175, -3.5970], [4.5278, 2.7366, 1.5258], [-1.5515, 0.3318, 0.7163], [-2.3016, 3.5845, -0.2092], [6.1573, -0.4430, -0.9826], [-0.6116, -0.8534, -5.0756], [-5.2340, 0.1167, 1.3432], [2.3229, -2.9386, 0.9304], [1.5830, 0.8378, 2.7706], [0.5815, -2.6339, -0.8731], [0.4888, -3.9380, -2.2643], [-1.3074, -1.3730, 0.3674], [-1.7288, -2.5939, -6.4942], [4.5955, -3.9414, 1.0070], [2.6372, 3.9452, 0.6299], [0.3368, -1.2816, 3.6330], [-4.1955, 2.8676, 2.0800], [3.8488, 0.2685, -1.5282], [4.9652, 2.7020, -0.1944], [-3.7477, -1.7340, 1.2766], [-0.9288, 4.5369, 1.5439], [-2.2210, 4.3356, 2.7448], [-1.7010, -1.9347, 2.7581], [-3.5256, -0.9464, -0.2945], [-4.9303, 3.5107, 0.6134], [0.0434, -0.1686, -2.6337], [-4.9486, 1.5651, -0.3391], [-2.0090, -0.2395, 3.1384]],
  "forces_ev_per_angstrom": [[0.72, 0.08, 0.48], [1.25, 1.12, -1.22], [0.43, 0.12, 0.41], [0.74, 0.52, -0.52], [-0.75, 0.06, 0.59], [0.04, 0.29, -0.48], [-0.33, 0.62, 0.67], [-0.70, 0.16, -0.54], [0.04, -0.27, 0.15], [-0.25, 0.06, 0.49], [-0.33, 1.94, -0.44], [0.00, 0.26, -0.21], [1.78, -1.32, 0.32], [-0.18, -0.23, -0.17], [0.52, 0.54, 0.45], [-0.53, -1.77, -0.87], [-0.29, 0.60, -0.26], [0.87, 0.16, 2.32], [0.15, 0.47, 0.21], [-0.12, -0.13, -0.08], [0.59, -0.11, 0.00], [-1.49, -0.40, -1.78], [-0.78, -0.68, 0.45], [0.89, -0.69, 0.52], [0.07, 0.27, -0.06], [-0.11, 0.29, 0.00], [-0.11, 0.84, -0.38], [-1.38, -0.50, -0.37], [0.04, -0.56, 0.00], [-0.49, -0.26, -0.12], [0.51, 0.20, 0.95], [-0.18, 0.79, -0.39], [-0.47, -0.74, 0.27], [0.04, 0.02, -0.13], [0.15, -0.30, -0.25], [-0.14, -0.50, -0.43], [0.02, 0.09, 0.53], [0.00, 0.00, 0.20], [-0.09, 0.01, 0.22], [0.16, 0.80, -0.47], [0.43, 0.08, -0.22], [-0.01, 0.21, -0.03], [0.29, -0.11, 0.15], [0.02, 0.29, -0.24], [-0.01, -0.06, -0.15], [-0.12, -0.34, 0.02], [-0.35, -0.14, 0.29], [-0.60, -0.40, 0.06], [-0.39, -0.35, 0.21], [-0.02, -0.01, 0.07], [-0.23, -0.27, 0.17], [-0.36, -0.22, 0.18], [0.83, -0.02, -0.53], [-0.35, 0.06, -0.15], [-0.29, 0.12, 0.33], [0.17, 0.03, 0.30], [-0.07, 0.47, 0.05], [0.13, -0.66, -0.43], [0.09, 0.21, -0.11], [0.02, -0.06, -0.12], [-0.06, -0.28, 0.51], [-0.25, 0.02, 0.13], [0.04, 0.09, -0.08], [-0.15, -0.14, -0.11], [0.08, -0.05, -0.21], [0.00, 0.05, -0.01], [-0.17, -0.06, 0.09], [0.26, -0.06, 0.27], [0.35, -0.07, -0.32], [0.29, -0.06, -0.08], [0.17, -0.13, -0.08]],
  "lowdin_charge": [0.07, -0.09, 0.01, -0.03, -0.04, -0.20, -0.07, -0.08, -0.21, -0.17, -0.10, -0.20, -0.18, -0.20, -0.15, -0.20, -0.20, 0.02, -0.07, -0.08, -0.20, -0.08, -0.52, -0.12, -0.08, -0.07, 0.08, -0.32, -0.08, -0.20, -0.03, -0.03, -0.18, 0.09, 0.07, 0.13, 0.12, 0.11, 0.10, 0.09, 0.10, 0.04, 0.10, 0.11, 0.08, 0.10, 0.10, 0.12, 0.12, 0.11, 0.11, 0.11, 0.12, 0.10, 0.09, 0.11, 0.11, 0.13, 0.11, 0.11, 0.12, 0.08, 0.11, 0.11, 0.12, 0.11, 0.11, 0.10, 0.13, 0.11, 0.10]
}